Record 1
ORCA calculation (ωB97M-V/def2-TZVPD) on a molecular structure, C32H84As2F12N5O5 in a non-equilibrium geometry.

- Net charge: +3
- Total energy: -206496.932 eV
- Energy above the lowest of the compared OMol25 structures with the same formula, charge and spin: 6.981 eV
- Orbital gap: 8.52 eV
- HOMO level: -13.69 eV

XYZ file:
```
140
Properties=species:S:1:pos:R:3:lowdin_charge:R:1
C -14.0679 5.4059 9.3960 -0.04
C -14.7267 4.4493 10.4310 -0.14
N -14.1448 3.0549 10.6124 -0.25
C -15.0207 2.1585 11.4994 0.04
C -14.1239 2.4604 9.1699 -0.15
C -13.2738 1.2084 8.9737 -0.06
C -12.7489 3.0771 11.2709 -0.07
C -12.4051 3.9622 12.4664 -0.15
O -12.3662 5.3226 11.9802 -0.24
C -12.2466 6.2871 12.9675 -0.10
H -14.5010 6.4052 9.4396 0.10
H -14.3896 5.1262 8.3928 0.07
H -12.9813 5.3198 9.3923 0.08
H -15.7701 4.2178 10.2171 0.13
H -14.6696 4.8223 11.4536 0.12
H -14.9891 2.5253 12.5253 0.11
H -14.5353 1.1827 11.4879 0.09
H -16.0192 1.9997 11.0920 0.12
H -13.7730 3.1372 8.3908 0.12
H -15.1842 2.3879 8.9275 0.14
H -13.4703 0.3848 9.6601 0.07
H -12.2148 1.4013 9.1446 0.08
H -13.4787 0.8175 7.9770 0.09
H -12.1368 3.5448 10.4996 0.13
H -12.5155 2.0185 11.3851 0.13
H -11.3955 3.8373 12.8577 0.14
H -13.0845 3.8693 13.3137 0.12
H -13.0004 6.0328 13.7126 0.09
H -12.3359 7.2866 12.5419 0.10
H -11.2561 6.2387 13.4200 0.09
C -25.1110 5.1396 -0.3045 -0.06
C -25.9497 6.3769 -0.4487 -0.16
N -25.6135 7.4813 0.6022 -0.25
C -26.3696 8.7501 0.2269 0.02
C -25.8703 7.0273 2.0300 -0.16
C -27.2448 6.3725 2.3316 -0.02
C -24.0748 7.8366 0.4035 -0.04
C -23.5881 9.1527 1.1591 -0.14
O -23.6446 9.1453 2.6098 -0.23
C -22.8676 8.2764 3.4288 -0.06
H -24.0430 5.2991 -0.4533 0.08
H -25.4622 4.5133 -1.1245 0.10
H -25.1703 4.6798 0.6820 0.09
H -26.9767 6.0650 -0.2590 0.12
H -25.8104 6.8992 -1.3953 0.13
H -26.3778 9.4753 1.0406 0.12
H -27.4145 8.4527 0.1390 0.10
H -26.0341 9.1179 -0.7428 0.11
H -25.6590 7.8767 2.6796 0.12
H -25.0556 6.3119 2.1417 0.11
H -27.2086 5.4046 1.8316 0.07
H -28.0782 7.0078 2.0317 0.09
H -27.1730 6.2593 3.4133 0.10
H -23.8589 7.8510 -0.6648 0.13
H -23.5351 6.9626 0.7681 0.11
H -24.1277 10.0374 0.8213 0.11
H -22.5661 9.5027 1.0140 0.13
H -21.8541 8.2380 3.0296 0.09
H -23.3184 7.2973 3.2665 0.07
H -22.7237 8.5934 4.4617 0.10
C -15.0898 11.2401 -1.6321 -0.05
C -14.8287 9.7390 -1.2659 -0.15
N -13.3946 9.1339 -1.4224 -0.21
C -13.2014 9.1125 -2.9825 0.03
C -12.3183 10.1495 -0.8589 -0.13
C -12.4037 10.3612 0.6722 -0.03
C -13.2216 7.6807 -0.7708 -0.02
C -11.7915 7.0968 -0.7462 -0.26
O -11.3313 7.1762 -2.0180 -0.21
C -9.9162 6.9778 -2.1624 -0.04
H -16.1329 11.5255 -1.4958 0.09
H -14.8358 11.5252 -2.6530 0.08
H -14.5339 11.8844 -0.9509 0.07
H -15.5622 9.1879 -1.8544 0.13
H -14.9307 9.6114 -0.1882 0.11
H -13.3390 8.0666 -3.2571 0.10
H -12.2056 9.4789 -3.2321 0.10
H -13.9733 9.7078 -3.4702 0.09
H -12.4836 11.0425 -1.4618 0.12
H -11.4278 9.6221 -1.2008 0.11
H -12.1260 9.5079 1.2909 0.08
H -13.4047 10.7193 0.9130 0.07
H -11.7540 11.2306 0.7726 0.10
H -13.8236 7.0264 -1.4013 0.13
H -13.6028 7.6932 0.2503 0.13
H -11.5984 6.0557 -0.4876 0.14
H -11.2767 7.5894 0.0787 0.12
H -9.6610 7.0013 -3.2219 0.10
H -9.6899 6.0023 -1.7320 0.10
H -9.3333 7.7885 -1.7252 0.10
C -22.3165 -5.0537 8.4619 -0.04
C -20.9714 -4.4276 8.1116 -0.27
C -19.8911 -5.5618 8.1177 -0.17
O -18.6061 -5.0878 7.6836 -0.21
C -17.5074 -6.0446 7.9419 -0.05
N -21.0716 -3.6790 6.7775 0.25
H -21.3454 -4.3748 6.0986 0.17
H -21.7419 -2.9288 6.8663 0.18
H -20.1678 -3.2878 6.5536 0.16
H -22.4209 -5.6804 9.3476 0.10
H -22.7130 -5.6578 7.6458 0.09
H -23.1134 -4.3391 8.6678 0.10
H -20.6475 -3.6581 8.8124 0.16
H -20.0986 -6.3921 7.4427 0.14
H -19.8031 -5.8459 9.1663 0.14
H -17.3588 -6.2188 9.0076 0.09
H -16.5121 -5.7132 7.6461 0.09
H -17.6663 -6.9728 7.3929 0.09
C -17.4079 0.2926 -5.0448 -0.05
C -18.7045 -0.4454 -4.9858 -0.29
C -19.0470 -1.1146 -6.4078 -0.14
O -20.2417 -1.8138 -6.2165 -0.21
C -21.0746 -1.9614 -7.2790 -0.11
N -18.7239 -1.4953 -3.9088 0.24
H -19.6828 -1.8125 -3.9009 0.16
H -18.2215 -2.3054 -4.2427 0.17
H -18.4693 -1.2264 -2.9691 0.18
H -16.5685 -0.3930 -5.1607 0.10
H -17.1560 0.8497 -4.1424 0.09
H -17.4059 1.0313 -5.8464 0.10
H -19.4683 0.2611 -4.6610 0.16
H -18.2935 -1.7856 -6.8203 0.14
H -19.1756 -0.3327 -7.1564 0.14
H -21.1492 -1.0619 -7.8902 0.10
H -22.0718 -2.2269 -6.9279 0.11
H -20.6180 -2.7044 -7.9329 0.10
As -22.9463 2.4250 9.9965 0.91
F -24.4459 2.7567 10.9563 -0.31
F -22.4104 1.2146 11.2496 -0.33
F -21.4621 2.1261 9.0528 -0.32
F -23.4409 3.7197 8.8504 -0.31
F -21.9530 3.5804 10.9464 -0.31
F -23.8793 1.1903 9.0293 -0.33
As -18.7178 3.2449 2.6198 0.99
F -18.8178 1.6146 3.4482 -0.33
F -18.8897 2.4449 0.9956 -0.34
F -18.7086 4.9201 1.9132 -0.33
F -18.3455 4.0017 4.2314 -0.31
F -16.8912 3.0668 2.4195 -0.34
F -20.5661 3.3733 2.7265 -0.34
```

***

Record 2
ORCA calculation (ωB97M-V/def2-TZVPD) on a molecular structure, C32H85F6N12O18S2 in a non-equilibrium geometry.

- Net charge: -1
- Total energy: -127274.484 eV
- Orbital gap: 8.87 eV
- HOMO level: -7.13 eV

XYZ file:
```
155
Properties=species:S:1:pos:R:3:lowdin_charge:R:1
C 22.9359 35.7045 15.5756 -0.67
F 23.6637 34.6196 15.8143 0.13
F 23.7228 36.7513 15.3298 0.12
F 22.1801 35.4896 14.5122 0.15
S 21.9024 36.0879 17.0804 0.61
O 21.3402 34.8385 17.4625 -0.27
O 22.6897 36.8131 18.0252 -0.27
N 20.8656 37.1503 16.3763 -0.31
S 19.3757 36.5101 16.3698 0.61
O 19.2405 35.3143 15.5922 -0.28
O 18.7203 36.5174 17.6543 -0.30
C 18.3945 37.7193 15.3271 -0.67
F 17.1456 37.2630 15.2563 0.14
F 18.3595 38.9329 15.8618 0.13
F 18.8941 37.7583 14.0975 0.14
C 21.1440 40.5138 18.1988 -0.64
O 21.3152 41.5474 18.8226 0.02
N 19.9068 39.8897 18.0596 0.15
N 22.1116 39.7140 17.6236 0.16
H 19.0756 40.4324 18.1984 0.09
H 19.8538 39.1198 17.4084 0.03
H 23.0746 39.9703 17.5624 0.09
H 21.7288 38.9147 17.1422 0.02
C 15.4851 38.3711 18.3286 -0.65
O 14.7420 39.3283 18.5408 0.00
N 16.7951 38.3623 18.7501 0.16
N 15.0276 37.1919 17.7334 0.14
H 17.4455 37.6685 18.4005 0.03
H 17.0981 39.2760 19.0320 0.09
H 15.7206 36.4659 17.6631 0.08
H 14.3785 37.3765 16.9904 0.09
C 21.3675 39.8093 13.3466 -0.61
O 20.8770 40.7845 13.9376 -0.01
N 21.6097 38.5930 13.9214 0.17
N 21.7343 39.8710 12.0214 0.17
H 21.6443 37.8186 13.2710 0.07
H 21.3969 38.3581 14.8821 0.04
H 21.5328 40.7275 11.5430 0.10
H 21.9273 39.0134 11.5350 0.05
C 18.4338 43.3915 14.0636 -0.68
O 17.6979 44.3094 14.4112 -0.01
N 19.2061 43.4474 12.9177 0.14
N 18.6150 42.2682 14.8154 0.16
H 19.1495 44.2893 12.3825 0.09
H 20.0021 42.8308 12.9099 0.06
H 18.0896 42.2672 15.6674 0.10
H 19.2777 41.5655 14.5157 0.04
C 26.0398 34.3498 20.6327 -0.09
C 24.9689 33.3215 20.2730 -0.31
O 25.5901 32.1406 19.7998 -0.08
H 26.8173 33.9306 21.2698 0.07
H 25.6722 35.2753 21.0913 0.07
H 26.4805 34.8028 19.7303 0.07
H 24.3723 33.7774 19.4878 0.10
H 24.3467 33.2171 21.1595 0.11
H 26.2435 32.4552 19.1663 0.05
C 20.4971 36.2198 20.8721 -0.08
C 21.8476 35.5363 20.9377 -0.32
O 22.9152 36.4779 20.8404 -0.10
H 20.2801 36.5327 19.8445 0.05
H 20.4632 37.1151 21.4891 0.08
H 19.6698 35.5506 21.1217 0.08
H 21.9913 34.7346 20.2107 0.09
H 21.9578 35.1665 21.9617 0.11
H 22.9939 36.8036 19.9336 0.03
C 25.8482 38.5353 16.3171 -0.08
C 25.7742 39.6149 15.2321 -0.30
O 26.7452 39.4081 14.2022 -0.09
H 25.9334 37.5367 15.8917 0.06
H 24.8621 38.5197 16.7903 0.05
H 26.6300 38.7717 17.0315 0.07
H 25.9917 40.5309 15.7890 0.11
H 24.7763 39.6460 14.7887 0.10
H 27.1992 40.2402 14.0520 0.08
C 24.5027 32.8992 13.5856 -0.08
C 24.3173 31.8723 12.4956 -0.32
O 23.9298 32.4323 11.2519 -0.07
H 23.5699 33.2551 14.0056 0.05
H 24.9362 33.8034 13.1250 0.07
H 25.2848 32.7036 14.3190 0.08
H 23.7211 31.0067 12.8155 0.10
H 25.2852 31.3504 12.3954 0.11
H 24.5285 32.1247 10.5708 0.08
C 25.5997 38.9856 11.2414 -0.10
O 25.3144 37.6573 10.8542 -0.19
C 24.9915 36.7391 11.8721 -0.21
C 23.7537 35.9902 11.4238 -0.19
N 22.6593 36.9711 11.2805 -0.08
C 21.5375 36.5486 10.4654 -0.22
C 21.6639 37.0488 9.0078 -0.23
O 20.5330 36.8724 8.2158 -0.17
C 19.9700 35.5716 8.2933 -0.10
H 24.9289 39.2622 12.0722 0.08
H 25.4142 39.6405 10.3934 0.09
H 26.5855 39.1888 11.6751 0.07
H 24.8885 37.0982 12.8995 0.12
H 25.8057 36.0021 11.9143 0.12
H 23.4415 35.2109 12.1238 0.09
H 23.9449 35.4654 10.4755 0.12
H 23.1347 37.7637 10.8488 0.08
H 20.6016 36.9571 10.8693 0.12
H 21.4035 35.4659 10.5035 0.11
H 22.5580 36.5914 8.5622 0.13
H 21.8322 38.1187 9.1568 0.12
H 20.7629 34.8191 8.3246 0.09
H 19.2306 35.4266 7.5117 0.09
H 19.3889 35.4805 9.2239 0.09
C 27.8805 30.9570 16.9246 -0.12
O 26.7467 30.5114 16.2191 -0.19
C 25.6415 30.2979 17.1010 -0.22
C 24.7276 29.3231 16.3982 -0.22
N 23.6187 28.9637 17.2603 -0.07
C 22.5492 29.9819 17.2782 -0.17
C 21.7875 29.9760 15.9371 -0.23
O 20.4704 30.4841 16.0625 -0.19
C 20.4027 31.8822 16.2123 -0.11
H 27.7028 31.9290 17.4149 0.08
H 28.6749 31.0928 16.1920 0.09
H 28.2041 30.2835 17.7271 0.09
H 25.1249 31.2352 17.3268 0.11
H 26.0065 29.8616 18.0328 0.12
H 25.2795 28.3904 16.2254 0.12
H 24.4446 29.5768 15.3655 0.11
H 23.1785 28.0735 17.0815 0.10
H 23.0143 30.9409 17.5029 0.11
H 21.7983 29.7312 18.0266 0.12
H 21.6410 28.9254 15.6587 0.12
H 22.3059 30.4105 15.0714 0.11
H 19.9540 32.2857 17.1215 0.09
H 19.8036 32.3050 15.3938 0.08
H 21.3765 32.3658 16.0800 0.07
C 12.3538 31.1434 9.7613 -0.12
O 13.2388 31.1125 10.8411 -0.19
C 14.5204 30.6428 10.5280 -0.26
C 15.4387 30.7697 11.7249 -0.22
N 15.6137 32.1871 12.0840 -0.06
C 16.0713 32.3238 13.4799 -0.19
C 16.5910 33.7231 13.7488 -0.23
O 15.6205 34.7146 14.0045 -0.19
C 14.8993 35.1325 12.8685 -0.12
H 12.8472 31.5743 8.8797 0.09
H 11.4893 31.7637 9.9939 0.09
H 11.9599 30.1525 9.4986 0.09
H 14.9495 31.2184 9.6875 0.12
H 14.5280 29.5993 10.1738 0.12
H 16.3873 30.2796 11.5061 0.12
H 14.9110 30.2314 12.5342 0.12
H 14.6664 32.5377 11.9700 0.08
H 16.9418 31.6826 13.6132 0.12
H 15.2063 32.1295 14.1225 0.13
H 17.2644 34.0865 12.9681 0.13
H 17.1310 33.6759 14.6975 0.11
H 15.4706 35.0149 11.9411 0.09
H 14.7335 36.2122 12.9312 0.08
H 13.9373 34.6146 12.8329 0.08
```

***

Record 3
ORCA calculation (ωB97M-V/def2-TZVPD) on a molecular structure, C32H85IN5O12P3Si2 in a non-equilibrium geometry.

- Net charge: 0
- Total energy: -118298.364 eV
- Orbital gap: 8.67 eV
- HOMO level: -8.30 eV

XYZ file:
```
140
Properties=species:S:1:pos:R:3:lowdin_charge:R:1
C -1.8565 0.1131 0.9683 -0.16
C -1.3575 0.0919 -0.4825 -0.46
P 0.0935 -1.0704 -0.6288 0.89
C -0.6744 -2.6292 -1.2714 -0.49
C -0.2179 -3.8671 -0.4887 -0.16
Si 1.3782 -0.3113 -2.2895 0.26
C 0.4700 0.9292 -3.3942 -0.30
O 1.3428 1.7385 -4.1789 -0.22
O 0.9736 1.6568 -5.5582 -0.02
O 2.8280 0.2081 -1.7176 -0.44
Si 3.0907 1.7087 -1.0690 0.40
C 4.7209 1.7245 -0.1391 -0.34
C 4.8642 0.9135 1.1458 -0.83
C 3.9574 1.3615 2.2742 -0.22
I 4.6085 -1.2032 0.8633 0.84
P 1.3875 2.4686 0.2076 0.61
N 0.3114 3.3464 -0.5653 -0.34
P 1.9358 -2.0715 -3.6151 0.58
O 3.0572 -1.7849 -4.5446 -0.51
H -1.0251 -0.0008 1.6631 0.04
H -2.5246 -0.7207 1.1605 0.05
H -2.3704 1.0410 1.2047 0.08
H -2.1398 -0.2948 -1.1324 0.05
H -1.0674 1.0944 -0.7929 0.02
H -1.7457 -2.5160 -1.1144 0.06
H -0.5513 -2.7550 -2.3442 0.02
H -0.4524 -4.7678 -1.0545 0.07
H 0.8417 -3.8464 -0.2547 0.05
H -0.7905 -3.9300 0.4341 0.06
H -0.2178 1.5485 -2.8117 0.06
H -0.1492 0.3147 -4.0535 0.08
H 0.1689 2.1927 -5.6028 0.10
H 3.1755 2.6789 -2.1729 0.02
H 4.8867 2.7697 0.1418 0.09
H 5.5235 1.4449 -0.8203 0.08
H 5.8960 1.0000 1.4749 0.06
H 4.3579 1.0720 3.2430 0.08
H 3.8180 2.4417 2.2828 0.07
H 2.9696 0.9070 2.2028 0.03
H 0.8674 1.3481 0.8917 -0.04
H 1.9870 3.2062 1.2428 -0.04
H 0.5607 3.4323 -1.5437 -0.07
H 0.7475 -2.4580 -4.2812 -0.03
H 2.1900 -3.1736 -2.7643 -0.02
C -0.7936 4.5089 8.0307 -0.11
O 0.5923 4.2384 8.0441 -0.19
C 0.9716 3.0619 8.7432 -0.22
C 1.4110 1.9616 7.8032 -0.22
N 0.2942 1.4282 7.0376 -0.05
C 0.6595 0.5465 5.9340 -0.20
C 1.5688 1.0745 4.8303 -0.24
O 0.9743 2.0396 3.9843 -0.20
C 0.9376 3.3606 4.4906 -0.09
H -0.9191 5.5312 7.6788 0.09
H -1.3460 3.8439 7.3569 0.08
H -1.2242 4.4279 9.0330 0.09
H 0.1598 2.7199 9.3925 0.12
H 1.8209 3.3277 9.3782 0.12
H 1.8489 1.1518 8.3956 0.12
H 2.2063 2.3744 7.1675 0.10
H -0.2589 2.1935 6.6765 0.07
H -0.2696 0.2175 5.4615 0.11
H 1.1326 -0.3462 6.3580 0.12
H 1.8012 0.2226 4.1855 0.12
H 2.5287 1.4400 5.2179 0.11
H 1.8286 3.5922 5.0807 0.09
H 0.0457 3.5426 5.0963 0.07
H 0.8977 4.0358 3.6355 0.08
C -3.0348 -3.0766 -3.7144 -0.11
O -3.3183 -1.8683 -3.0322 -0.21
C -3.3599 -0.7175 -3.8685 -0.21
C -4.7705 -0.2151 -4.0774 -0.21
N -5.5545 -1.1251 -4.8977 -0.05
C -6.9873 -0.8464 -4.9415 -0.20
C -7.7790 -0.8326 -3.6392 -0.23
O -7.9435 -2.0963 -3.0279 -0.18
C -6.8504 -2.5493 -2.2566 -0.10
H -2.7833 -3.8263 -2.9657 0.08
H -3.8993 -3.4362 -4.2817 0.08
H -2.1847 -2.9605 -4.3937 0.09
H -2.8658 -0.9195 -4.8244 0.12
H -2.7956 0.0689 -3.3564 0.11
H -4.7211 0.7569 -4.5787 0.13
H -5.2080 -0.0519 -3.0831 0.11
H -5.4164 -2.0717 -4.5715 0.07
H -7.4410 -1.5955 -5.5940 0.12
H -7.1274 0.1241 -5.4295 0.12
H -8.7883 -0.4960 -3.8863 0.12
H -7.3770 -0.1127 -2.9149 0.11
H -6.3525 -1.7248 -1.7375 0.09
H -6.1150 -3.0893 -2.8611 0.07
H -7.2425 -3.2428 -1.5132 0.09
C -3.6944 -4.6366 7.3313 -0.11
O -3.6015 -5.2712 6.0735 -0.19
C -4.8420 -5.6461 5.4925 -0.22
C -5.2031 -4.7701 4.3137 -0.22
N -5.5407 -3.4172 4.7304 -0.05
C -5.6567 -2.4418 3.6515 -0.20
C -4.4574 -2.1964 2.7441 -0.24
O -3.3712 -1.5318 3.3560 -0.20
C -2.5154 -2.3444 4.1351 -0.09
H -2.6934 -4.6196 7.7585 0.09
H -4.0530 -3.6035 7.2564 0.08
H -4.3545 -5.1880 8.0072 0.09
H -5.6382 -5.6381 6.2433 0.12
H -4.7290 -6.6724 5.1331 0.12
H -6.0696 -5.2076 3.8075 0.12
H -4.3581 -4.8028 3.6124 0.10
H -4.8518 -3.0910 5.3946 0.07
H -5.9226 -1.4853 4.1072 0.12
H -6.5014 -2.7365 3.0192 0.12
H -4.7955 -1.5269 1.9479 0.12
H -4.1103 -3.1160 2.2540 0.11
H -2.4072 -3.3454 3.7080 0.09
H -2.8582 -2.4291 5.1705 0.07
H -1.5367 -1.8637 4.1480 0.08
C 8.7162 3.5030 -7.7099 -0.12
O 7.3377 3.3069 -7.9347 -0.19
C 6.9447 1.9540 -8.1300 -0.22
C 6.1852 1.4023 -6.9451 -0.21
N 7.0485 1.2277 -5.7854 -0.05
C 6.3512 0.9347 -4.5359 -0.19
C 5.3201 1.9275 -4.0202 -0.23
O 5.8442 3.1506 -3.5320 -0.19
C 6.1386 4.1199 -4.5176 -0.10
H 8.9117 4.5693 -7.8115 0.09
H 9.0279 3.1911 -6.7063 0.08
H 9.3206 2.9646 -8.4462 0.09
H 7.8152 1.3315 -8.3600 0.12
H 6.2808 1.9382 -8.9983 0.12
H 5.7680 0.4292 -7.2204 0.13
H 5.3419 2.0786 -6.7514 0.11
H 7.6128 2.0574 -5.6611 0.07
H 7.1127 0.8150 -3.7604 0.12
H 5.8510 -0.0331 -4.6440 0.12
H 4.8413 1.4650 -3.1583 0.07
H 4.5206 2.1165 -4.7463 0.12
H 5.4181 4.0897 -5.3393 0.09
H 7.1487 4.0009 -4.9213 0.07
H 6.0829 5.0984 -4.0407 0.09
```